{"formula": "C20H25NO7S", "method": "wB97M-V/def2-TZVPD", "species": ["C", "C", "O", "C", "O", "C", "N", "C", "C", "C", "C", "C", "O", "C", "C", "O", "C", "C", "S", "O", "O", "C", "C", "C", "C", "O", "C", "C", "C", "H", "H", "H", "H", "H", "H", "H", "H", "H", "H", "H", "H", "H", "H", "H", "H", "H", "H", "H", "H", "H", "H", "H", "H", "H"], "coordinates": [[0.43, -1.26, -7.24], [0.79, -2.06, -5.99], [1.41, -1.24, -4.99], [0.60, -0.53, -4.21], [-0.60, -0.48, -4.32], [1.37, 0.22, -3.14], [0.61, 0.28, -1.91], [-0.41, 1.31, -1.78], [-0.53, 1.65, -0.32], [0.40, 2.48, 0.29], [0.37, 2.64, 1.66], [-0.56, 1.98, 2.46], [-0.39, 2.20, 3.80], [-1.26, 1.64, 4.76], [-1.53, 1.17, 1.84], [-2.46, 0.54, 2.62], [-3.45, -0.24, 2.00], [-1.49, 1.03, 0.46], [0.09, -1.24, -1.39], [0.91, -2.22, -2.06], [-1.33, -1.39, -1.46], [0.52, -1.21, 0.35], [-0.26, -1.93, 1.24], [-0.03, -1.84, 2.59], [1.00, -1.02, 3.07], [1.11, -0.96, 4.42], [2.03, -0.04, 4.98], [1.81, -0.35, 2.17], [1.57, -0.45, 0.81], [0.03, -1.92, -7.99], [1.32, -0.76, -7.63], [-0.31, -0.51, -6.99], [1.53, -2.83, -6.21], [-0.11, -2.51, -5.56], [2.30, -0.32, -2.94], [1.60, 1.23, -3.48], [-1.36, 0.94, -2.18], [-0.09, 2.18, -2.36], [1.15, 2.98, -0.30], [1.08, 3.28, 2.16], [-0.90, 2.01, 5.72], [-2.29, 1.96, 4.61], [-1.22, 0.55, 4.75], [-4.08, 0.36, 1.34], [-4.05, -0.65, 2.81], [-3.01, -1.06, 1.42], [-2.20, 0.39, -0.04], [-1.06, -2.54, 0.84], [-0.64, -2.38, 3.30], [1.82, 0.98, 4.65], [1.90, -0.12, 6.05], [3.06, -0.31, 4.72], [2.62, 0.28, 2.51], [2.19, 0.09, 0.11]], "smiles": "CCOC(=O)CN(Cc1ccc(OC)c(OC)c1)S(=O)(=O)c1ccc(OC)cc1", "e_above_lowest_kj_mol": 380.4, "e_homo_ev": -8.006, "orbital_gap_ev": 8.71}


{"formula": "C20H16BF3N2O4S", "method": "wB97M-V/def2-TZVPD", "species": ["O", "C", "N", "C", "C", "C", "C", "O", "C", "F", "F", "F", "C", "C", "C", "C", "C", "C", "S", "C", "C", "C", "C", "C", "C", "C", "B", "O", "O", "N", "C", "H", "H", "H", "H", "H", "H", "H", "H", "H", "H", "H", "H", "H", "H", "H", "H"], "coordinates": [[0.74, -2.27, 1.08], [1.05, -1.25, 0.45], [2.24, -0.59, 0.70], [3.14, -0.89, 1.68], [4.36, -0.21, 1.88], [5.11, -0.45, 2.97], [4.76, -1.38, 3.96], [5.49, -1.48, 5.17], [5.57, -0.20, 5.80], [4.45, 0.56, 5.70], [5.74, -0.48, 7.15], [6.63, 0.41, 5.31], [3.56, -2.02, 3.74], [2.81, -1.89, 2.61], [0.28, -0.89, -0.73], [0.42, 0.41, -1.22], [-0.20, 0.69, -2.42], [-0.96, -0.28, -3.02], [-1.82, 0.14, -4.54], [-3.57, -0.11, -4.13], [-3.70, 0.16, -2.66], [-3.83, -0.87, -1.78], [-4.15, -0.55, -0.44], [-4.25, 0.74, -0.03], [-4.07, 1.75, -0.90], [-3.73, 1.46, -2.23], [-3.70, 2.81, -3.05], [-4.54, 2.94, -4.10], [-2.97, 3.90, -2.55], [-1.09, -1.48, -2.56], [-0.41, -1.81, -1.47], [2.62, 0.03, -0.03], [4.69, 0.38, 1.06], [6.05, 0.13, 3.21], [3.23, -2.65, 4.59], [1.90, -2.51, 2.47], [0.89, 1.22, -0.70], [-0.31, 1.71, -2.73], [-3.97, -1.09, -4.45], [-4.09, 0.67, -4.76], [-3.88, -1.88, -2.14], [-4.29, -1.38, 0.26], [-4.67, 0.90, 0.92], [-4.19, 2.78, -0.61], [-4.50, 3.85, -4.47], [-2.28, 3.67, -1.91], [-0.58, -2.74, -1.09]], "smiles": "O=C(Nc1ccc(OC(F)(F)F)cc1)c1ccc(SCc2ccccc2B(O)O)nc1", "e_homo_ev": -8.614, "orbital_gap_ev": 8.36}


{"formula": "C3H4MnO3", "method": "wB97M-V/def2-TZVPD", "species": ["C", "O", "C", "C", "O", "O", "H", "H", "H", "H", "Mn"], "coordinates": [[-0.18, 0.33, 1.17], [1.12, 0.02, -1.31], [1.10, 1.16, -0.76], [-1.09, -0.72, 0.60], [0.23, 1.38, 0.27], [1.74, 2.16, -1.12], [-0.65, 0.88, 2.00], [-1.64, -1.20, 1.42], [0.74, -0.13, 1.59], [-0.79, -2.47, -2.59], [-0.60, -1.40, -1.27]], "spin_multiplicity": 7, "charge": -1, "e_above_lowest_kj_mol": 0.0, "e_homo_ev": [-3.817, -5.181], "orbital_gap_ev": [7.77, 8.36]}